No. 1
The following is a quantum chemistry calculation of 9 unconnected molecules or ions with the total composition C39H52F24N4O7, from the OMol25 dataset.

## Properties
Kohn-Sham gap	10.24	eV
structure (SMILES)	FC(F)C(F)(F)COC(F)(F)C(F)F.FC(F)C(F)(F)COC(F)(F)C(F)F.FC(F)C(F)(F)COC(F)(F)C(F)F.O=C1CCCO1.O=C1CCCO1.CCCC#N.CCCC#N.CCCC#N.CCCC#N
total energy	-126799.7105	eV
maximum force	1.92	eV/Å

Cartesian coordinates (Å):
C -11.93094 5.55388 33.79889
C -12.95420 4.46780 33.54445
C -12.59960 3.71718 32.25233
F -13.49741 2.75342 31.97138
F -12.54062 4.57360 31.19254
F -13.00648 3.61211 34.58782
F -14.19038 5.00810 33.42859
O -12.40812 6.49451 34.76150
C -11.45884 6.84213 35.66261
C -11.98947 8.03860 36.45737
F -13.15346 7.81984 37.11383
F -11.08361 8.48313 37.35878
F -11.18760 5.80250 36.47602
F -10.30318 7.21933 35.10563
H -11.62124 6.11266 32.91365
H -10.96803 5.10436 34.06410
H -11.59458 3.28957 32.31582
H -12.19874 8.86742 35.77451
C -9.54379 1.60203 29.95647
C -10.78497 0.90806 29.42359
C -10.91920 0.84841 27.89507
F -9.94717 0.16232 27.25091
F -12.10222 0.27943 27.52947
F -10.81975 -0.37724 29.90270
F -11.86440 1.56011 29.93218
O -8.41025 1.07015 29.29670
C -7.45640 2.02135 28.95378
C -6.17247 1.29478 28.54401
F -6.43259 0.54052 27.42534
F -5.16100 2.14818 28.24265
F -7.91917 2.76328 27.93599
F -7.19455 2.75280 30.06714
H -9.54141 1.54203 31.04549
H -9.63671 2.65818 29.68470
H -10.82403 1.86680 27.49587
H -5.84229 0.57959 29.30589
C -17.80863 -4.10280 26.49441
C -18.96039 -3.27315 25.97875
C -19.22604 -2.14045 27.00395
F -18.11658 -1.38485 27.24200
F -20.23759 -1.31359 26.64847
F -18.62868 -2.75744 24.77198
F -20.08089 -4.00549 25.84140
O -18.15422 -4.61507 27.77514
C -17.06362 -5.11429 28.46631
C -17.59342 -5.86291 29.70195
F -18.20160 -7.01684 29.30254
F -16.52700 -6.22069 30.48775
F -16.34110 -5.93391 27.68943
F -16.31283 -4.07650 28.88709
H -16.93884 -3.44792 26.58810
H -17.56956 -4.91566 25.80727
H -19.46697 -2.59784 27.96791
H -18.25699 -5.26200 30.32915
O -14.62512 6.74805 30.03319
C -14.65355 5.87286 29.22138
O -14.10328 6.01545 27.99249
C -14.37587 4.85856 27.19173
C -14.66309 3.72584 28.17638
C -15.23831 4.49240 29.37888
H -13.54369 4.61055 26.53097
H -15.17855 5.11258 26.49504
H -13.71400 3.23282 28.37858
H -15.39869 3.03320 27.76990
H -14.87237 4.07193 30.31273
H -16.32491 4.54329 29.44674
O -18.67003 -2.62528 30.40616
C -18.57262 -2.60114 31.60035
O -18.48487 -3.74170 32.32664
C -18.19434 -3.38026 33.69483
C -18.78503 -2.00031 33.86490
C -18.49942 -1.38808 32.48203
H -17.11219 -3.31532 33.83315
H -18.57768 -4.12310 34.38856
H -18.28048 -1.40571 34.62760
H -19.85238 -1.96360 34.08148
H -17.45583 -1.06255 32.43292
H -19.15478 -0.57549 32.19409
C -13.85105 -0.25345 35.89572
C -13.78560 -0.96303 34.54187
C -13.40686 -0.05238 33.38205
C -12.10836 0.57299 33.58102
N -11.06536 1.02652 33.74769
H -12.89936 0.21975 36.14715
H -14.06422 -0.90776 36.74012
H -14.62855 0.51653 35.86686
H -14.69705 -1.53863 34.38985
H -12.98470 -1.69416 34.70018
H -14.13050 0.76858 33.34752
H -13.40284 -0.58248 32.43265
C -21.54762 -0.54717 29.37608
C -20.87313 0.75717 29.79839
C -19.75387 1.14312 28.80061
C -19.27469 2.49583 29.05823
N -18.93180 3.57632 29.24862
H -20.90113 -1.42557 29.41975
H -21.97055 -0.52661 28.37168
H -22.39352 -0.77698 30.02864
H -20.39034 0.72868 30.77320
H -21.65299 1.51761 29.78033
H -20.19050 1.11125 27.79966
H -18.96461 0.39442 28.80709
C -12.51105 -5.46676 27.74115
C -12.74480 -3.96128 27.66020
C -12.46848 -3.37762 26.27117
C -11.04663 -3.37813 25.92698
N -9.92588 -3.36432 25.69732
H -11.45390 -5.70613 27.85666
H -12.83541 -5.93265 26.80855
H -13.06442 -5.90586 28.56858
H -12.19683 -3.39626 28.41623
H -13.79980 -3.74062 27.84943
H -12.80369 -2.35043 26.10556
H -13.00347 -3.97567 25.52796
C -16.23320 0.30783 29.57246
C -14.71888 0.31186 29.43764
C -14.13030 -1.10630 29.50855
C -14.61373 -1.92626 30.61305
N -15.00449 -2.57354 31.47481
H -16.64485 1.32207 29.55906
H -16.56412 -0.07582 30.53947
H -16.75014 -0.23138 28.77748
H -14.32847 0.89577 30.27571
H -14.37742 0.81785 28.53848
H -13.04479 -1.07745 29.60369
H -14.39749 -1.59529 28.56914

Atom charges from the Mulliken analysis, given in e for atoms 1 to 2: -1.244 1.098


No. 2
The following is a quantum chemistry calculation of a molecular structure, C39H52N4PtSSbTe, from the OMol25 dataset.

## Properties
⟨S²⟩	2.02
Kohn-Sham gap (spin up / spin down)	6.40 / 5.75	eV
net charge	+1
total energy	-75155.6606	eV
spin multiplicity	3
maximum force	1.36	eV/Å

Cartesian coordinates (Å):
Pt 0.53832 0.83039 0.34512
C 0.26862 2.88929 3.36282
C -0.60878 1.73559 3.74202
C -1.67878 1.87049 4.61392
C -2.45298 0.77279 4.95292
C -2.16038 -0.47521 4.42772
C -1.10568 -0.64621 3.54412
C -0.77468 -1.99261 2.97532
C -0.32988 0.46949 3.20692
N 0.73312 0.32809 2.30882
C 1.97042 0.01719 2.70652
C 2.32592 -0.22271 4.14022
C 2.93662 -0.05521 1.69422
C 4.30002 -0.59991 1.99092
N 2.57042 0.39659 0.48962
C 3.49162 0.35629 -0.56978
C 4.29812 1.47279 -0.81938
C 4.18242 2.67629 0.06202
C 5.22132 1.41309 -1.85218
C 5.35062 0.27029 -2.62208
C 4.56722 -0.83861 -2.35158
C 3.63852 -0.81501 -1.32228
C 2.80192 -2.00741 -0.98658
H -0.18708 3.83399 3.65052
H 0.46672 2.87279 2.28082
H 1.23602 2.81199 3.85852
H -1.90378 2.83589 5.04042
H -3.29328 0.88779 5.62042
H -2.75468 -1.32941 4.71502
H -1.63588 -2.65431 3.02962
H 0.04112 -2.45031 3.53762
H -0.44508 -1.89731 1.94142
H 1.47962 -0.04131 4.79572
H 3.13922 0.44059 4.43272
H 2.66972 -1.24571 4.29282
H 4.21532 -1.60871 2.39592
H 4.79912 0.00829 2.74532
H 4.93012 -0.63641 1.10682
H 3.15532 2.79839 0.40912
H 4.50432 3.57519 -0.45518
H 4.81012 2.54679 0.94292
H 5.85352 2.26669 -2.04178
H 6.06862 0.23879 -3.42688
H 4.67842 -1.73741 -2.93978
H 2.86622 -2.75591 -1.77058
H 1.76102 -1.70731 -0.84018
H 3.14222 -2.45791 -0.05578
N -1.41938 -4.04211 -1.73918
C -1.72868 -3.13421 -0.80158
S -0.94198 -1.65121 -0.77548
N -2.66748 -3.39741 0.11472
C -3.45308 -4.56311 0.22822
C -3.68358 -5.09351 1.49362
C -4.46508 -6.22351 1.62852
C -5.02268 -6.82751 0.51392
C -4.81628 -6.28251 -0.74288
C -4.03118 -5.15261 -0.89308
H -0.63608 -3.83971 -2.33708
H -1.73008 -4.99711 -1.65008
H -2.76278 -2.70771 0.84712
H -3.25448 -4.62401 2.36642
H -4.64618 -6.63381 2.60812
H -5.61718 -7.71811 0.63652
H -5.28468 -6.73581 -1.60338
H -3.90248 -4.69841 -1.86598
Te -2.01258 1.36399 0.05382
C -2.40918 3.47269 -0.02288
C -3.23488 3.99969 -1.01188
C -3.61848 5.32839 -0.96308
C -3.18528 6.14709 0.06542
C -2.35938 5.62999 1.04792
C -1.97578 4.30279 1.00382
H -3.59198 3.36689 -1.81238
H -4.27248 5.73009 -1.72168
H -3.49468 7.17909 0.10512
H -2.02828 6.26339 1.85792
H -1.35918 3.89649 1.78752
C 1.10722 -1.50281 -4.08978
C 1.49412 -0.06931 -3.80938
Sb 0.22692 0.94449 -2.33298
C -1.62978 0.85689 -3.48938
C -2.50038 -0.37831 -3.38408
C 0.59652 2.98059 -3.00588
C 2.00222 3.44889 -2.68448
H 1.81072 -1.93671 -4.79948
H 0.11352 -1.56511 -4.52598
H 1.13172 -2.09861 -3.18068
H 1.39502 0.53949 -4.70528
H 2.52212 -0.01621 -3.46568
H -1.30348 0.99179 -4.52148
H -2.20738 1.73499 -3.19348
H -1.95188 -1.27901 -3.65078
H -3.34768 -0.28181 -4.06128
H -2.89188 -0.50071 -2.37438
H -0.14128 3.64499 -2.55038
H 0.42772 2.97739 -4.08338
H 2.12712 3.57569 -1.61138
H 2.20022 4.40329 -3.16888
H 2.74322 2.73069 -3.03428

Atom charges from the Mulliken analysis, given in e for atoms 1 to 2: 2.675 -1.526


No. 3
The following is a quantum chemistry calculation of a molecular structure, C39H53As3BrCsIN9O2, from the OMol25 dataset.

## Properties
Kohn-Sham gap	5.83	eV
relative energy (zero: lowest compared OMol25 entry of this formula, charge and spin)	229.03	kJ/mol
total energy	-320012.3895	eV
maximum force	3.46	eV/Å

Cartesian coordinates (Å):
Cs 2.35475 1.18506 1.46783
C -1.10331 -2.68128 4.01341
C 0.00419 -3.41223 3.36634
N -0.20399 -4.64625 2.97894
C 0.85499 -5.43578 2.71072
C 2.15460 -4.94369 2.68043
C 3.34543 -5.86117 2.56819
O 4.29397 -5.57809 3.64130
C 2.34697 -3.56534 2.81848
C 3.67010 -2.87122 2.67455
N 4.16795 -1.95320 3.45206
C 4.51327 -1.85034 4.73248
C 4.56278 -2.98357 5.58964
C 5.30783 -2.96147 6.75647
C 5.77852 -1.73175 7.24871
C 5.66041 -0.59016 6.46764
C 5.05575 -0.59863 5.24034
I 5.09940 1.15020 4.05519
C 1.17470 -2.69609 2.86414
O 1.12350 -1.49826 2.45023
H -1.67026 -3.32310 4.72192
H -1.76992 -2.24893 3.20244
H -0.86949 -1.85452 4.72104
H 0.62836 -6.51812 2.55135
H 3.79639 -5.67595 1.60817
H 2.91366 -6.89460 2.61977
H 5.13648 -6.00038 3.34931
H 4.25130 -3.06049 1.75535
H 4.11043 -3.88449 5.21989
H 5.46765 -3.83932 7.38731
H 6.21053 -1.74412 8.24383
H 6.06261 0.34659 6.92621
C -0.63706 6.54581 -2.18525
C 0.28887 5.39569 -2.29549
C 0.79603 4.99094 -3.52420
C 1.63920 3.89474 -3.50647
C 1.83514 3.18511 -2.31677
Br 2.66531 1.47779 -2.37658
N 1.28388 3.55041 -1.17192
C 0.51980 4.62087 -1.15105
H -0.36757 7.28141 -2.94936
H -0.49236 7.04394 -1.23989
H -1.62950 6.18662 -2.30193
H 0.80598 5.71883 -4.33155
H 2.21255 3.53905 -4.31072
H 0.06936 4.88550 -0.19625
C 0.87628 -1.50902 -3.02870
As -0.50625 -0.37723 -3.92279
C 0.41774 -0.35106 -5.64629
C -1.85796 -1.86834 -4.19876
C -3.37891 -1.59968 -4.26895
C -4.09197 -2.94619 -3.99620
C -3.74950 -0.50939 -3.24180
As -3.45749 -1.06918 -1.34847
C -5.03840 -0.23255 -0.45695
C -2.37486 0.57664 -0.90034
C -3.85755 -1.17004 -5.61200
As -3.16214 -2.25486 -7.15210
C -3.88503 -4.06348 -6.83916
C -4.60425 -1.78231 -8.47688
H 0.68384 -2.61380 -3.13306
H 0.90665 -1.27453 -1.95483
H 1.84990 -1.16601 -3.42340
H 0.06269 0.43329 -6.32619
H 0.20894 -1.32441 -6.17583
H 1.50722 -0.25575 -5.50431
H -1.63106 -2.46465 -3.34087
H -1.46824 -2.37523 -5.04813
H -4.30062 -3.14823 -2.90197
H -3.51722 -3.86221 -4.32702
H -5.09848 -3.05236 -4.49400
H -4.85163 -0.51298 -3.31074
H -3.42647 0.51138 -3.48331
H -5.62185 -1.06376 -0.00596
H -5.71136 0.26386 -1.17024
H -4.61484 0.61365 0.13036
H -2.98482 1.50374 -0.92505
H -1.65507 0.73521 -1.74002
H -1.80156 0.45075 0.01551
H -3.57511 -0.14709 -5.94310
H -4.98120 -1.28587 -5.73102
H -3.31402 -4.67481 -6.13155
H -3.92295 -4.54978 -7.83916
H -4.92123 -3.90475 -6.43204
H -4.12076 -0.97596 -9.06122
H -5.50670 -1.34711 -7.95701
H -4.78589 -2.73638 -8.97037
N -1.21861 0.67013 2.48705
C -0.90711 1.77146 3.25481
N -1.70787 2.18508 4.28267
C -1.40630 3.35343 4.84844
N -2.20607 3.75363 5.91861
N -0.32063 4.08271 4.51983
C 0.43656 3.56047 3.55234
N 0.21908 2.38939 2.90880
C 1.57818 4.44195 3.20841
C 1.36783 5.79967 3.49005
C 2.28869 6.71130 3.02981
C 3.54729 6.24554 2.59461
C 3.72822 4.87324 2.57059
N 2.76819 3.96368 2.85573
H -2.05406 0.20740 2.83213
H -0.51591 -0.04064 2.26521
H -3.16221 3.42967 5.70088
H -2.10900 4.75281 6.12890
H 0.51084 6.08983 4.04749
H 1.94676 7.73571 2.92143
H 4.30427 6.93455 2.21696
H 4.75482 4.37346 2.41295

Atom charges from the Mulliken analysis, given in e for atoms 1 to 2: 1.169 -1.021


No. 4
The following is a quantum chemistry calculation of a molecular structure, C39H53BrGeInN5O4, from the OMol25 dataset.

## Properties
⟨S²⟩	0.75
Kohn-Sham gap (spin up / spin down)	7.71 / 6.00	eV
net charge	+3
relative energy (zero: lowest compared OMol25 entry of this formula, charge and spin)	0.00	kJ/mol
total energy	-188655.5528	eV
spin multiplicity	2
maximum force	1.04	eV/Å

Cartesian coordinates (Å):
In -0.22164 -0.56672 -0.25744
C 2.56586 1.34845 1.91079
C 2.08190 0.00693 2.39920
C 3.24921 -0.74708 3.02494
C 0.91914 0.07304 3.37461
O 1.62355 -0.74796 1.19146
Ge 1.52803 -2.55528 1.36480
O -0.27928 -2.43250 1.19678
C -1.14986 -3.53468 1.70815
C -1.15663 -4.65222 0.68090
C -0.55751 -4.00647 3.02870
C -2.53484 -2.96647 1.94383
O 2.00195 -3.01368 -0.28287
C 3.34425 -3.54108 -0.59352
C 3.27124 -4.02741 -2.03050
C 3.63821 -4.70216 0.34393
C 4.36328 -2.42770 -0.43714
H 2.86438 1.96604 2.75847
H 3.42697 1.22934 1.25209
H 1.79197 1.86334 1.36025
H 3.55467 -0.23898 3.94013
H 2.97865 -1.76951 3.32058
H 4.10861 -0.78205 2.35751
H 1.13934 0.76490 4.18740
H 0.01142 0.40408 2.87221
H 0.72689 -0.90772 3.81860
H -0.14821 -5.03147 0.49918
H -1.76365 -5.48241 1.04291
H -1.57753 -4.31441 -0.26642
H 0.47346 -4.36282 2.91220
H -0.57742 -3.21348 3.77801
H -1.13062 -4.85064 3.41170
H -3.06076 -2.77296 1.01008
H -3.12249 -3.69230 2.50589
H -2.48148 -2.05047 2.53372
H 2.50923 -4.80034 -2.14212
H 3.06475 -3.21042 -2.72557
H 4.22780 -4.46337 -2.31753
H 2.86732 -5.46987 0.26528
H 4.59825 -5.15648 0.10029
H 3.70028 -4.36648 1.38593
H 4.13338 -1.58265 -1.08841
H 4.39919 -2.06823 0.59278
H 5.35921 -2.79186 -0.68896
C -3.03702 3.31506 -3.62123
C -1.84787 2.41557 -3.44807
C -0.83974 2.32216 -4.40528
C 0.25861 1.49768 -4.20227
C 0.28178 0.78094 -3.02789
Br 1.76751 -0.27642 -2.51349
N -0.67445 0.81246 -2.10865
C -1.71480 1.62975 -2.31100
H -2.91165 3.96987 -4.48033
H -3.18702 3.93710 -2.73879
H -3.94612 2.73234 -3.77620
H -0.90334 2.90811 -5.31389
H 1.06205 1.42959 -4.92119
H -2.46206 1.65418 -1.52762
C -0.69739 -3.85996 -3.35010
C -2.04885 -3.80912 -3.63653
C -2.85038 -2.92539 -2.92937
C -2.28573 -2.10690 -1.96453
N -0.96218 -2.13996 -1.71718
C -0.19418 -3.00653 -2.38742
C -3.12190 -1.22371 -1.10028
C -4.50300 -1.16428 -1.22332
C -5.23533 -0.40811 -0.32157
C -4.56917 0.27124 0.68505
C -3.19225 0.18532 0.73219
N -2.48460 -0.53661 -0.13986
H -0.03519 -4.54397 -3.86168
H -2.48285 -4.45654 -4.38677
H -3.90925 -2.89251 -3.13004
H 0.85008 -3.01864 -2.12104
H -5.01567 -1.70862 -2.00008
H -6.31337 -0.36141 -0.40052
H -5.10124 0.85978 1.41867
H -2.62496 0.71257 1.48134
C -0.51639 6.09036 1.44892
N -0.35173 4.67621 1.82046
N -0.08514 3.73379 0.84270
C -0.59871 2.52529 1.26301
O -0.53575 1.45100 0.57215
C -1.22726 2.75754 2.50011
C -1.07405 4.09396 2.79561
C -1.60689 4.88057 3.93750
C 1.01110 3.95463 -0.05560
C 2.08108 4.75159 0.33550
C 3.14045 4.94244 -0.53806
C 3.14653 4.33012 -1.78440
C 2.08341 3.51926 -2.15106
C 1.00900 3.33244 -1.29310
H 0.01367 6.28106 0.52296
H -0.09691 6.71530 2.23310
H -1.57322 6.31745 1.31395
H -1.72000 2.03157 3.12257
H -2.10123 4.22154 4.64588
H -2.33058 5.62486 3.60047
H -0.80222 5.40732 4.45117
H 2.12243 5.18460 1.32564
H 3.96907 5.56765 -0.23414
H 3.97271 4.48865 -2.46347
H 2.08244 3.03615 -3.12012
H 0.15919 2.73379 -1.58562

Atom charges from the Mulliken analysis, given in e for atoms 1 to 2: 4.057 -1.755